1.
DFT (ωB97M-V/def2-TZVPD) results for a cluster of 12 separate species, CH25O12 in total at a distorted geometry.

Computed properties:
Charge   -1
Spin multiplicity   1
Maximum force   4.2 eV/A

Element x y z (Å)
O -15.379 31.218 -12.584
O -11.275 34.111 -9.344
O -15.813 31.656 -8.906
O -11.798 29.012 -9.205
O -11.228 33.432 -12.000
O -12.174 30.739 -6.525
O -12.945 31.880 -13.953
O -12.165 29.644 -12.640
O -14.404 32.622 -6.849
O -15.871 28.876 -10.019
O -13.865 30.468 -10.414
O -10.711 31.580 -8.545
C -13.144 31.715 -10.245
H -15.097 29.500 -10.219
H -15.975 28.455 -10.872
H -13.839 33.357 -6.866
H -12.233 31.540 -10.754
H -11.383 30.206 -12.551
H -13.075 31.891 -9.184
H -12.668 29.794 -11.839
H -12.796 31.436 -6.797
H -11.646 33.981 -10.250
H -11.889 32.981 -12.544
H -11.096 31.242 -9.384
H -13.701 32.422 -10.743
H -12.339 31.811 -14.682
H -11.121 33.258 -8.977
H -14.753 31.058 -11.913
H -12.589 29.516 -9.418
H -11.772 28.294 -9.857
H -15.021 31.769 -13.237
H -12.633 31.130 -13.415
H -14.998 32.749 -6.124
H -10.609 32.689 -12.002
H -11.359 31.221 -7.891
H -15.506 32.153 -8.135
H -14.974 31.496 -9.333
H -11.647 31.128 -5.832

Atomic partial charges in e from the natural (NBO) method, atoms 1 to 4:
1. O -0.9722
2. O -1.0131
3. O -0.9632
4. O -0.9882

---

2.
DFT (ωB97M-V/def2-TZVPD) results for a cluster of 13 separate species, CH25O15 in total at a distorted geometry.

Computed properties:
Charge   -1
Spin multiplicity   1
Maximum force   7.7 eV/A

Element x y z (Å)
O -3.009 -1.029 0.040
O 2.693 0.530 2.392
O 1.092 -0.173 0.487
O -0.267 -2.706 -3.103
O -0.455 -0.541 -0.959
O 0.432 1.358 -3.590
O -0.160 2.408 2.454
O -1.942 1.482 -2.356
O -2.009 0.965 3.895
O -3.431 2.141 0.965
O 2.424 -1.128 -2.486
O -0.933 0.396 0.863
O -0.913 -2.142 2.715
O 3.375 0.944 -0.927
O 1.668 -2.981 -0.228
C -0.101 -0.079 0.198
H 2.052 0.101 1.865
H 2.595 -0.563 -1.702
H -0.947 -1.454 1.941
H 0.894 0.547 -3.297
H -1.931 2.385 -1.968
H 0.728 2.838 2.456
H 3.459 -0.180 2.381
H 3.297 -0.827 -3.106
H 0.964 -3.260 0.283
H 1.427 -2.097 -0.217
H -3.601 -0.719 0.653
H 0.920 1.999 -4.106
H 3.977 0.465 -0.460
H 0.588 -2.226 -2.755
H -2.928 1.690 0.346
H -1.292 -0.253 -1.315
H -2.183 -0.680 0.105
H 2.538 0.692 -0.447
H -0.159 1.669 1.851
H -1.510 1.578 3.336
H -1.421 0.577 4.482
H -0.390 -1.625 3.366
H -0.921 1.258 -2.764
H -1.148 -2.790 -2.843
H -3.473 1.425 1.554

Atomic partial charges in e from the natural (NBO) method, atoms 1 to 4:
1. O -0.9544
2. O -0.9701
3. O -0.8604
4. O -1.0595

---

3.
DFT (ωB97M-V/def2-TZVPD) results for a structure of composition CH26O12 at a distorted geometry.

Computed properties:
Spin multiplicity   1
Maximum force   6.9 eV/A

Element x y z (Å)
O 11.469 2.637 43.393
O 9.913 4.329 41.395
O 10.395 1.167 37.807
O 15.282 1.423 42.351
O 12.261 2.647 36.515
O 13.637 -0.988 40.311
O 13.719 3.756 42.530
O 16.738 2.769 38.661
O 12.401 0.740 39.551
O 10.210 3.808 38.622
O 14.827 0.446 37.757
O 11.041 -0.146 41.699
C 12.645 1.903 40.151
H 14.003 0.841 38.297
H 10.966 0.449 42.412
H 10.512 4.150 40.678
H 14.677 0.625 42.317
H 15.405 -0.117 38.339
H 9.678 0.681 38.329
H 17.163 2.541 39.499
H 13.090 2.443 39.384
H 13.395 1.787 40.976
H 11.062 3.363 43.087
H 10.421 2.094 37.839
H 9.288 3.565 41.079
H 13.187 -0.136 40.040
H 11.287 0.894 38.251
H 12.793 2.304 35.761
H 14.520 4.025 42.928
H 10.750 4.436 38.345
H 14.701 1.996 41.966
H 13.439 4.553 41.903
H 12.093 3.445 36.010
H 13.588 -0.722 41.186
H 9.362 4.174 38.214
H 11.628 0.454 41.191
H 12.396 3.051 42.983
H 11.753 2.492 40.542
H 16.038 2.296 38.977

Atomic partial charges in e from the natural (NBO) method, atoms 1 to 4:
1. O -0.9853
2. O -0.9344
3. O -0.8085
4. O -0.9255

---

4.
DFT (ωB97M-V/def2-TZVPD) results for a structure of composition CH27CdO16 at a distorted geometry.

Computed properties:
Charge   +1
Spin multiplicity   1
Maximum force   3.1 eV/A

Element x y z (Å)
Cd -2.569 0.903 -1.667
O -4.330 0.015 -0.427
O 1.107 2.057 0.643
O -1.685 -0.044 3.143
O 0.797 -1.390 -3.276
O -4.030 -2.105 1.485
O -1.383 -2.486 2.113
O 1.273 -0.782 3.028
O -0.302 0.592 -1.183
O 3.216 -3.103 -0.390
O 2.981 0.015 -1.264
O 1.702 2.216 -2.704
O -1.742 -0.459 -0.065
O 0.432 -1.051 0.190
O 3.025 0.172 1.357
O -1.462 2.100 -3.356
O -0.309 4.148 -0.660
C -0.553 -0.256 -0.321
H 1.420 -1.707 2.774
H -2.183 0.561 2.563
H 2.399 0.862 1.086
H -3.082 -2.417 1.638
H 0.548 2.319 1.424
H 0.833 -1.053 -2.387
H 3.983 -2.847 0.179
H -5.286 0.148 -0.288
H 3.031 -0.934 -1.187
H -0.903 1.662 -3.972
H 3.547 0.397 -0.534
H 2.623 -0.223 2.232
H 0.291 3.397 -0.439
H 1.322 -0.694 0.277
H -4.553 -2.432 2.240
H -1.056 -3.353 1.922
H 0.464 -0.474 2.588
H 1.977 1.425 -2.193
H -3.982 -0.466 0.356
H 2.427 -3.095 0.163
H -1.220 3.040 -3.296
H 2.055 2.839 -2.031
H -1.144 -1.863 1.407
H 1.576 -1.081 -3.641
H 0.261 4.887 -0.738
H -2.136 -0.904 3.133
H 0.628 1.471 0.069

Atomic partial charges in e from the natural (NBO) method, atoms 1 to 4:
1. Cd 1.7825
2. O -1.0426
3. O -0.9743
4. O -0.9585

---

5.
DFT (ωB97M-V/def2-TZVPD) results for a structure of composition CH27CdO16 at a distorted geometry.

Computed properties:
Charge   +1
Spin multiplicity   1
Maximum force   3.8 eV/A

Element x y z (Å)
Cd -6.555 -10.515 -15.692
O -8.698 -6.489 -12.093
O -6.138 -7.597 -12.093
O -6.010 -9.624 -10.363
O -8.010 -8.781 -15.426
O -7.521 -11.232 -13.784
O -7.501 -11.757 -11.618
O -7.341 -13.951 -10.330
O -5.759 -13.255 -12.789
O -9.458 -13.131 -14.259
O -9.289 -10.344 -9.649
O -8.492 -9.931 -12.261
O -8.695 -11.290 -16.543
O -10.108 -13.822 -10.484
O -10.286 -8.279 -13.772
O -5.418 -9.294 -14.091
O -6.069 -12.772 -15.455
C -7.849 -11.039 -12.617
H -8.592 -9.347 -12.947
H -8.949 -8.696 -15.125
H -7.830 -6.880 -12.118
H -9.172 -13.730 -10.432
H -5.928 -14.086 -12.440
H -9.563 -11.340 -16.066
H -9.305 -7.214 -12.242
H -6.044 -13.038 -14.488
H -9.035 -13.852 -13.814
H -4.518 -9.010 -14.155
H -8.804 -12.433 -14.319
H -5.848 -6.821 -11.610
H -6.480 -9.404 -9.540
H -10.846 -8.162 -14.555
H -8.852 -11.116 -17.426
H -7.641 -14.624 -10.981
H -6.107 -13.562 -16.001
H -8.900 -10.916 -8.984
H -6.080 -8.324 -11.494
H -5.746 -8.903 -13.301
H -10.768 -8.795 -13.182
H -7.962 -7.924 -15.791
H -6.401 -10.407 -10.707
H -10.289 -13.993 -9.548
H -6.358 -12.659 -12.325
H -9.040 -10.536 -10.561
H -7.457 -13.071 -10.680

Atomic partial charges in e from the natural (NBO) method, atoms 1 to 4:
1. Cd 1.8193
2. O -0.9530
3. O -1.0096
4. O -0.9713

---

6.
DFT (ωB97M-V/def2-TZVPD) results for a structure of composition CH29O14 at a distorted geometry.

Computed properties:
Charge   -1
Spin multiplicity   1
Maximum force   9.8 eV/A

Element x y z (Å)
O 51.379 29.286 4.773
O 50.492 25.500 6.572
O 50.829 30.267 7.348
O 51.861 27.162 0.279
O 54.502 27.727 5.460
O 49.216 27.811 1.942
O 55.231 30.094 3.315
O 54.409 25.804 3.545
O 53.190 30.915 4.979
O 52.592 27.916 6.676
O 54.114 28.464 0.945
O 51.859 29.945 0.518
O 50.484 31.053 2.948
O 48.527 29.387 4.304
C 51.949 28.432 3.790
H 53.083 28.479 3.755
H 53.746 25.235 3.314
H 49.484 31.392 3.298
H 54.565 30.262 3.895
H 49.016 26.862 1.786
H 50.950 29.993 6.486
H 52.377 27.260 -0.685
H 51.484 30.072 1.328
H 53.463 31.183 5.950
H 54.364 28.842 1.824
H 49.328 29.147 4.802
H 52.392 30.393 4.775
H 50.956 29.339 7.692
H 54.936 25.812 2.701
H 54.362 27.194 4.647
H 49.677 26.009 6.472
H 52.181 28.368 6.075
H 53.507 27.550 6.248
H 53.379 27.833 0.941
H 51.385 28.627 2.773
H 55.929 29.684 3.728
H 51.627 27.543 3.962
H 52.770 29.812 0.603
H 48.699 29.017 3.427
H 50.196 27.811 2.341
H 50.727 30.323 3.535
H 55.041 28.492 5.238
H 51.032 25.809 5.914
H 51.655 28.195 0.220

Atomic partial charges in e from the natural (NBO) method, atoms 1 to 4:
1. O -0.9961
2. O -0.9339
3. O -0.9607
4. O -0.9915

---

| no. | electronic energy (hartree) | E_LUMO (eV) | orbital gap (eV) |
| --- | --- | --- | --- |
| 1 | -955.9822 | 2.439 | 7.9 |
| 2 | -1181.7324 | 2.425 | 9.6 |
| 3 | -956.3249 | -1.088 | 7.7 |
| 4 | -1425.6657 | -5.661 | 7.8 |
| 5 | -1425.6676 | -5.629 | 7.2 |
| 6 | -1108.7653 | 2.141 | 7.9 |